122
Properties=species:S:1:pos:R:3:forces:R:3 method="wB97M-V/def2-TZVPD" gap_ev="1.5 / 8.0" fmax_ha_per_bohr=0.05507 multiplicity=2 molar_mass_g_mol=641.98 charge=-1
C 3.63110 -4.80027 0.75585 0.1479 -0.6731 1.4728
C 3.06006 -5.16831 -0.57900 0.1795 0.4083 -2.4741
C 3.72429 -6.49173 -1.20264 0.0932 -1.4348 -0.0608
C 3.06080 -7.83824 -0.78482 0.2866 1.2955 0.8262
C 1.59849 -7.78965 -1.01375 -0.6809 0.9655 -0.8642
C 0.89793 -6.49762 -0.45834 -1.8787 -1.6323 1.1284
N 1.57079 -5.25764 -0.74670 1.6221 -1.4174 -1.0480
O 0.81951 -4.12768 -0.36938 0.7854 -0.4817 0.6496
C -0.54300 -6.44301 -1.08636 0.9232 1.0136 -0.5225
C 0.64945 -6.74962 1.03803 -0.1708 -0.3665 0.1966
C 3.47430 -3.97988 -1.51287 0.2486 -0.0008 -0.4520
H 3.36092 -3.78972 1.06229 0.0825 0.0358 -0.1828
H 4.71281 -4.93134 0.72757 0.1145 0.4585 -0.1905
H 3.34408 -5.44655 1.58533 -0.3864 -0.2172 -0.0462
H 3.88640 -6.55843 -2.27846 -1.1138 0.9505 -0.4731
H 4.77389 -6.68608 -0.98202 0.2714 0.9788 1.0388
H 3.27809 -7.91464 0.28057 -0.0712 -0.4534 0.2389
H 3.38944 -8.75062 -1.28245 0.8035 0.2950 -0.0949
H 1.16768 -8.72943 -0.66832 -0.5382 0.3217 0.5569
H 1.44746 -7.86370 -2.09069 -0.1130 0.4149 -0.3287
H -1.05113 -7.40348 -1.17244 0.2928 -0.0541 -0.0316
H -1.21856 -5.72493 -0.62150 0.1722 -0.1706 0.5858
H -0.36551 -5.96050 -2.04750 -0.2381 -0.5056 -0.5482
H 0.18167 -7.73039 1.12391 -0.3880 0.0006 0.0251
H 1.52809 -6.85265 1.67480 0.2043 0.4998 -0.0830
H -0.05436 -5.99929 1.39825 0.2762 0.0377 0.3590
H 3.16911 -4.13166 -2.54821 -0.2208 -0.3160 -0.0016
H 4.53654 -3.74708 -1.58737 0.2950 -0.5574 0.3839
H 3.07643 -3.01535 -1.19749 -0.3623 -0.1272 0.4239
H 0.84973 -3.64983 -1.20145 -0.6271 0.6264 -0.3558
C -0.58024 6.63453 4.28097 0.0478 -1.1952 -0.3625
C 0.65607 7.17589 4.91839 -0.0084 0.9168 0.4226
C 1.27810 8.25509 3.98051 -1.2017 -0.7110 0.1148
O 2.40519 8.85996 4.53429 0.3788 0.7031 0.0598
C 2.77428 10.12716 3.94465 1.7957 -1.4075 1.0583
N 0.28039 7.71174 6.20519 0.4648 0.9798 0.8463
H -1.14224 5.93173 4.89605 0.3855 -0.1033 0.4000
H -0.21023 6.04762 3.44029 -0.7554 0.2491 -0.6498
H -1.31536 7.41263 4.07542 0.2809 0.1545 -0.6438
H 1.37729 6.40223 5.18180 0.1876 -0.2147 -0.6300
H 0.49196 8.99114 3.81227 -0.2528 0.3152 0.0525
H 1.44091 7.79516 3.00580 0.5363 -0.0720 -0.2541
H 3.83012 10.23647 4.19231 0.3976 -0.3678 -0.0338
H 2.43046 10.98902 4.51658 -1.2937 0.0520 -0.7571
H 2.80830 10.04845 2.85803 -0.9113 0.6197 -0.0169
H -0.60088 8.20490 6.18928 -0.3802 -0.0982 -0.3062
H 0.94876 8.45106 6.36885 0.3359 0.1456 0.6705
C -3.93006 -5.44999 -5.01950 -0.5221 1.7098 1.2263
C -4.67086 -4.24128 -4.19736 1.5624 -0.2077 -2.3524
C -3.69519 -3.39025 -3.33790 -0.0916 -1.1097 -0.3257
O -4.41470 -2.34884 -2.74051 -0.3842 0.6058 1.5878
C -3.95288 -1.97259 -1.40264 -0.4884 -0.9010 -1.1392
N -5.37418 -3.36551 -5.17918 -0.0476 -0.4872 1.0741
H -4.68702 -6.11436 -5.43631 0.1056 -0.3150 0.5578
H -3.16434 -5.87627 -4.37139 -0.4394 -0.7038 0.1687
H -3.34163 -5.15938 -5.88979 -0.1990 0.8685 -0.0095
H -5.46841 -4.61465 -3.55502 0.2566 -0.3886 0.1006
H -2.88119 -2.95748 -3.91946 0.1171 -0.0982 -0.4484
H -3.22463 -4.06733 -2.62499 0.0270 0.0362 0.4806
H -4.63907 -1.23513 -0.98621 0.2520 0.3664 -0.4587
H -2.91254 -1.65534 -1.47428 -0.0930 0.2720 0.2684
H -4.04378 -2.81900 -0.72188 0.2682 -0.3207 -0.0521
H -5.81992 -2.75382 -4.51041 -0.6733 0.6388 -0.3071
H -4.69251 -2.75533 -5.60709 0.3520 -0.0013 -0.3162
C -2.62855 2.57843 1.14386 0.4920 -0.6909 -0.6256
C -1.09107 2.87381 0.90132 -1.7341 -0.9143 1.0004
C -0.49215 2.10006 -0.22874 0.5254 -0.9423 -0.0180
O -0.60716 0.71506 0.23624 0.6800 -0.3679 -1.9255
C -0.35193 -0.28859 -0.80796 -0.3519 0.7699 -0.0790
N -0.95816 4.28776 0.84624 -0.1041 1.5891 -0.3615
H -2.77932 2.32745 2.19380 -0.2088 0.0677 -0.0462
H -3.01001 1.76332 0.52890 0.4679 -0.5522 0.1935
H -3.33642 3.34322 0.82430 0.4909 0.7671 0.2778
H -0.58424 2.54599 1.80893 0.0215 -0.6836 0.0551
H 0.53820 2.40108 -0.41811 0.5831 -0.3176 0.6333
H -0.87070 2.33248 -1.22412 -1.1585 -0.5060 -0.0187
H -1.11703 -0.23222 -1.58227 -0.2570 0.2639 -0.0791
H -0.37329 -1.32580 -0.47352 -0.1024 0.2629 0.8862
H 0.59231 -0.20762 -1.34644 0.2974 0.5652 0.3793
H -1.67120 4.61080 1.48446 -0.0081 0.6440 -0.0775
H -0.08537 4.60279 1.24511 0.3534 0.0215 -0.1447
C 3.23505 3.80019 1.82511 0.1407 0.1125 -2.5369
C 2.49623 2.47695 1.96237 -1.4041 0.0707 0.5685
C 2.99748 1.12243 1.31662 0.6725 1.8228 -0.7498
O 2.84902 1.28317 -0.11417 0.1312 0.1837 0.7693
C 3.52777 0.34864 -0.94713 -0.4340 0.3381 0.3495
N 2.30441 2.36074 3.38871 0.5526 -2.0264 1.2124
H 2.63412 4.61359 2.23176 -0.1822 -0.1377 0.1541
H 3.29276 3.99817 0.75480 0.3734 0.4158 -0.2202
H 4.23675 3.92237 2.23714 0.0517 -0.6161 0.1882
H 1.47841 2.63038 1.60376 0.1370 -0.0120 -0.6567
H 2.52348 0.20522 1.66612 -0.6183 0.3029 0.1631
H 4.04730 1.02650 1.59368 0.4605 -0.0951 -0.1699
H 3.44936 -0.64206 -0.49942 0.1846 -0.2525 -0.2074
H 4.56325 0.61774 -1.15562 0.2978 0.0232 0.4618
H 3.04865 0.37464 -1.92584 -0.2937 -0.1639 0.0540
H 3.26286 2.36546 3.70723 0.0241 -0.0894 0.9955
H 1.85292 3.15241 3.82405 -0.0516 0.1757 -0.3493
C 0.62072 -1.83079 -3.89890 -0.4239 1.0799 1.1131
O 0.95582 -2.53616 -2.67937 -0.3839 0.0813 -0.9045
H -0.45126 -1.90311 -4.08255 0.0620 -1.0903 -0.3801
H 0.62659 -0.75916 -3.69967 0.7477 0.3516 0.0521
H 1.28622 -2.01717 -4.74179 -0.2849 -0.4142 0.0509
H 1.91360 -2.55711 -2.61754 0.2081 0.1424 -0.1316
C -5.49593 3.07342 -1.59918 0.6431 -0.9001 -0.8195
O -6.70720 3.59879 -1.15768 -0.6413 0.7767 0.5242
H -5.48764 1.99336 -1.45258 0.1618 -0.1688 -0.2424
H -5.41400 3.29235 -2.66382 -0.0895 -0.1741 -0.0803
H -4.56597 3.44836 -1.17176 -0.2274 0.4403 0.5767
H -7.04731 3.08563 -0.42107 0.1628 0.0274 0.0062
C 1.49444 5.84264 -1.89537 0.2774 -1.6384 0.6587
O 2.14600 6.77285 -1.05235 0.0068 0.7873 -0.4053
H 2.05221 4.90846 -1.82987 0.2539 -0.2433 -0.3296
H 0.54508 5.55045 -1.44653 -0.3875 0.5594 -0.3934
H 1.46800 6.11714 -2.94991 -0.4073 0.2560 0.1450
H 2.61945 7.34081 -1.66461 0.2299 0.2342 0.3824
C -3.91451 -1.55083 2.60839 1.9554 -0.5532 0.2047
O -2.81498 -2.52624 2.23268 -2.2575 1.1625 0.7351
H -3.67662 -0.57781 2.17859 -0.3758 -0.1241 -0.3966
H -4.93138 -1.89722 2.42375 0.3155 -0.2728 -0.7557
H -3.90464 -1.36456 3.68231 0.4096 -0.3226 0.1929
H -2.20741 -2.05751 1.65584 -0.0033 0.1497 -0.0321